Below is the molecule C5H11N, with properties calculated with ωB97M-V/def2-TZVPD.

```
17
Properties=species:S:1:pos:R:3:forces:R:3:mulliken_charge:R:1
C 2.13365 0.16954 0.23975 -0.28 0.03 -0.21 -1.435
C 0.63570 0.41719 0.07756 0.43 -0.12 0.07 0.433
C -0.23464 -0.35335 1.05663 -0.36 0.22 -0.05 -0.753
C -1.62660 -0.23685 0.41686 0.26 -0.06 0.12 -0.601
C -1.33746 -0.21742 -1.08902 0.09 -0.10 -0.28 -0.493
N 0.12333 -0.04068 -1.21665 -0.12 0.13 -0.01 -0.517
H 2.34396 -0.89209 0.35620 -0.03 -0.08 0.06 0.330
H 2.51739 0.71956 1.09696 0.05 -0.06 0.11 0.358
H 2.67466 0.50427 -0.64189 0.07 0.13 -0.10 0.351
H 0.45728 1.49134 0.22233 -0.10 0.11 0.03 0.206
H 0.09162 -1.39221 1.11759 0.05 -0.03 -0.07 0.338
H -0.22002 0.07603 2.05504 0.10 -0.01 0.13 0.356
H -2.29388 -1.03743 0.72562 -0.08 -0.04 -0.07 0.317
H -2.07226 0.70834 0.72063 -0.11 0.05 0.04 0.271
H -1.87452 0.58887 -1.59617 -0.11 0.03 0.09 0.242
H -1.61706 -1.14135 -1.59327 -0.13 -0.13 0.10 0.311
H 0.29885 0.63621 -1.94815 0.28 -0.07 0.04 0.287
```
Positions in Å, forces in eV/Å.

Values from the calculation:
- max |F| (eV/Å) = 0.450
- SMILES string = C[C@@H]1CCCN1
- energy relative to the best compared isomer or geometry (same formula, charge and spin) (kJ/mol) = 10.1
- gap between HOMO and LUMO (eV) = 9.88